[1]
The following is a quantum chemistry calculation of a structure of composition C37H27N5S2SiTi at a distorted geometry, from OMol25.

Values from the calculation:
- E_tot: -3635.31924 hartree
- 2S+1: 3
- Charge: -2
- Kohn-Sham gap (spin up / spin down): 3.98 / 7.03 eV
- Max |F|: 0.0775 Eh/bohr

Atoms and positions in Å:
Ti  0.148  1.135  1.037
S  0.384  -1.114  1.710
C  1.214  -1.055  3.203
C  1.676  -2.244  3.765
C  2.359  -2.213  4.985
C  2.824  -3.449  5.543
N  3.206  -4.444  6.008
C  2.576  -0.988  5.637
C  2.108  0.200  5.066
C  1.428  0.159  3.850
S  0.862  1.619  3.168
C  3.272  -0.920  6.888
N  3.840  -0.880  7.903
H  1.502  -3.184  3.249
H  2.268  1.155  5.559
C  3.874  1.884  -0.934
C  2.651  1.992  -0.292
N  1.771  0.974  -0.177
C  2.134  -0.202  -0.746
C  3.334  -0.417  -1.419
C  4.221  0.658  -1.497
C  3.667  -1.746  -1.941
C  4.008  -2.089  -3.196
C  4.074  -1.257  -4.410
C  4.805  -1.693  -5.499
C  4.798  -0.872  -6.604
N  4.123  0.289  -6.661
C  3.436  0.611  -5.556
N  3.375  -0.109  -4.428
H  4.544  2.735  -0.996
H  2.338  2.928  0.161
H  1.401  -0.997  -0.639
H  5.177  0.549  -2.002
H  3.637  -2.531  -1.187
H  4.257  -3.135  -3.364
H  5.362  -2.620  -5.497
H  5.350  -1.133  -7.502
H  2.876  1.540  -5.576
C  -5.161  3.705  2.521
C  -3.792  3.751  2.771
C  -2.930  2.862  2.124
C  -3.424  1.910  1.212
C  -4.809  1.883  0.971
C  -5.669  2.771  1.622
Si  -2.242  0.749  0.346
C  -2.600  0.968  -1.481
C  -1.958  1.999  -2.195
C  -2.201  2.191  -3.558
C  -3.087  1.357  -4.233
C  -3.735  0.335  -3.546
C  -3.498  0.143  -2.181
C  -2.623  -1.015  0.825
C  -3.486  -1.339  1.887
C  -3.734  -2.670  2.237
C  -3.119  -3.704  1.537
C  -2.253  -3.410  0.490
C  -2.004  -2.080  0.139
H  -5.830  4.398  3.023
H  -3.393  4.484  3.468
H  -1.865  2.930  2.343
H  -5.239  1.169  0.268
H  -6.737  2.734  1.422
H  -1.265  2.677  -1.698
H  -1.699  2.995  -4.090
H  -3.276  1.507  -5.292
H  -4.431  -0.315  -4.070
H  -4.029  -0.663  -1.677
H  -3.981  -0.561  2.469
H  -4.407  -2.896  3.059
H  -3.312  -4.738  1.811
H  -1.768  -4.214  -0.058
H  -1.320  -1.889  -0.688
H  -0.003  2.836  0.609

[2]
The following is a quantum chemistry calculation of a structure of composition C37H27N7O2STi, from OMol25.

Values from the calculation:
- E_tot: -3207.71157 hartree
- 2S+1: 3
- Charge: -2
- Kohn-Sham gap (spin up / spin down): 4.37 / 5.35 eV
- ΔE to the lowest compared entry with this formula, charge and spin: 35.1 kcal/mol
- Max |F|: 0.0126 Eh/bohr

Atoms and positions in Å:
Ti  0.478  0.302  0.098
O  0.393  3.053  -3.032
C  0.378  2.041  -2.318
N  0.307  2.036  -0.937
C  0.043  3.176  -0.163
C  0.025  4.498  -0.611
C  -0.297  5.535  0.260
C  -0.615  5.273  1.582
C  -0.615  3.962  2.049
C  -0.281  2.911  1.198
N  -0.248  1.556  1.549
C  -0.779  1.024  2.674
O  -1.396  1.623  3.578
C  -0.582  -0.446  2.736
C  -1.025  -1.179  3.820
C  -0.837  -2.553  3.879
C  -0.182  -3.166  2.773
C  0.217  -2.403  1.718
N  0.042  -1.049  1.642
C  0.388  0.700  -2.907
C  0.066  0.471  -4.228
C  -0.415  -0.768  -4.656
C  -0.821  -1.662  -3.632
C  -0.462  -1.464  -2.339
N  0.558  -0.469  -2.038
H  0.264  4.689  -1.644
H  -0.300  6.555  -0.110
H  -0.869  6.083  2.258
H  -0.874  3.731  3.071
H  -1.508  -0.626  4.617
H  -1.163  -3.132  4.733
H  0.018  -4.231  2.756
H  0.722  -2.860  0.872
H  0.079  1.330  -4.891
H  -0.705  -0.933  -5.686
H  -1.512  -2.470  -3.859
H  -0.880  -2.010  -1.503
C  1.035  1.832  5.193
C  1.687  0.539  4.790
C  1.722  -0.559  5.686
C  2.300  -1.723  5.282
C  2.837  -1.827  3.980
C  3.458  -3.007  3.507
C  3.935  -3.046  2.229
C  3.788  -1.936  1.373
C  3.179  -0.766  1.778
S  2.941  0.574  0.665
C  2.724  -0.692  3.141
N  2.174  0.468  3.580
H  1.152  2.026  6.262
H  1.462  2.650  4.615
H  -0.031  1.785  4.953
H  1.282  -0.462  6.672
H  2.343  -2.585  5.940
H  3.531  -3.867  4.164
H  4.410  -3.945  1.853
H  4.150  -1.995  0.353
N  -2.958  0.346  0.249
C  -1.852  0.171  -0.082
H  -3.606  0.718  0.914
C  1.938  -1.039  -2.139
C  2.266  -1.844  -3.367
C  1.998  -3.211  -3.416
C  2.303  -3.955  -4.540
C  2.909  -3.338  -5.635
C  3.210  -1.976  -5.586
C  2.885  -1.244  -4.461
C  3.242  -4.111  -6.798
N  3.509  -4.731  -7.730
H  2.099  -1.674  -1.258
H  2.627  -0.201  -2.049
H  1.531  -3.685  -2.562
H  2.081  -5.014  -4.581
H  3.681  -1.504  -6.438
H  3.089  -0.181  -4.425

[3]
The following is a quantum chemistry calculation of a structure of composition C37H28Cl4N5O9S5SbZr at a distorted geometry, from OMol25.

Values from the calculation:
- E_tot: -6497.20176 hartree
- 2S+1: 1
- Charge: -2
- Kohn-Sham gap: 5.26 eV
- ΔE to the lowest compared entry with this formula, charge and spin: 40.9 kcal/mol
- Max |F|: 0.0385 Eh/bohr

Atoms and positions in Å:
Zr  -0.430  0.123  -1.223
O  -0.221  5.294  1.901
C  -1.447  5.310  1.406
O  -2.204  6.227  1.627
C  -1.849  4.126  0.596
C  -3.091  3.915  0.027
Cl  -4.379  5.029  0.038
N  -3.112  2.692  -0.568
N  -1.895  2.114  -0.415
C  -1.140  2.962  0.257
C  0.302  2.607  0.472
O  0.984  3.256  1.270
O  0.736  1.653  -0.247
C  -4.182  1.971  -1.227
C  -5.481  2.460  -1.305
C  -6.473  1.695  -1.899
C  -6.202  0.440  -2.418
C  -4.908  -0.046  -2.332
C  -3.917  0.711  -1.736
H  0.275  4.451  1.660
H  -5.750  3.428  -0.935
H  -7.475  2.104  -1.954
H  -6.982  -0.144  -2.890
H  -4.633  -1.016  -2.727
H  -2.948  0.260  -1.670
S  0.248  -0.709  -5.895
Sb  -1.528  -0.305  -4.520
S  -0.952  1.870  -3.266
S  -1.212  -1.852  -2.560
S  -2.583  3.044  -3.728
Cl  6.009  -0.610  -5.697
C  4.588  -0.359  -4.703
C  3.902  -1.450  -4.210
C  2.775  -1.244  -3.431
Cl  1.960  -2.667  -2.856
C  2.276  0.032  -3.141
O  1.190  0.234  -2.449
C  3.055  1.105  -3.614
Cl  2.639  2.728  -3.174
C  4.179  0.926  -4.400
H  4.220  -2.458  -4.435
H  4.721  1.787  -4.763
C  6.230  -5.501  -0.820
C  5.956  -4.560  0.320
C  5.868  -3.186  0.115
C  5.576  -2.315  1.150
C  5.337  -2.806  2.429
N  5.026  -1.973  3.531
C  4.500  -0.686  3.572
O  4.883  0.087  4.431
N  3.522  -0.309  2.672
C  2.533  -1.094  2.027
C  2.013  -2.263  2.565
C  1.041  -2.943  1.855
C  0.577  -2.415  0.664
N  1.039  -1.268  0.168
C  2.011  -0.631  0.829
C  5.454  -4.172  2.655
C  5.762  -5.031  1.612
H  6.591  -4.962  -1.694
H  5.322  -6.029  -1.119
H  6.974  -6.252  -0.546
H  6.025  -2.781  -0.875
H  5.534  -1.253  0.957
H  5.474  -2.210  4.399
H  3.372  0.688  2.653
H  2.339  -2.613  3.535
H  0.601  -3.851  2.240
H  -0.192  -2.903  0.078
H  2.361  0.298  0.397
H  5.284  -4.564  3.652
H  5.838  -6.095  1.810
C  -7.050  2.765  2.340
C  -5.789  1.957  2.211
C  -4.587  2.436  2.718
C  -3.406  1.728  2.540
C  -3.433  0.535  1.837
C  -4.625  0.023  1.345
C  -5.795  0.735  1.541
S  -1.938  -0.373  1.630
O  -0.825  0.498  1.946
O  -2.066  -1.561  2.435
O  -1.891  -0.728  0.158
H  -7.065  3.330  3.273
H  -7.935  2.128  2.306
H  -7.129  3.484  1.521
H  -4.564  3.389  3.235
H  -2.464  2.108  2.914
H  -4.630  -0.910  0.797
H  -6.723  0.357  1.129

[4]
The following is a quantum chemistry calculation of a structure of composition C37H28CsN8O4PS at a distorted geometry, from OMol25.

Values from the calculation:
- E_tot: -2925.46812 hartree
- 2S+1: 1
- Charge: -2
- Kohn-Sham gap (spin up / spin down): 3.55 / 4.11 eV
- ΔE to the lowest compared entry with this formula, charge and spin: 75.4 kcal/mol
- Max |F|: 0.0550 Eh/bohr

Atoms and positions in Å:
Cs  -19.103  -6.165  9.103
O  -16.042  -6.130  13.400
C  -16.641  -6.013  12.312
N  -17.742  -6.733  11.902
C  -18.020  -7.926  12.492
O  -17.338  -8.608  13.272
C  -19.354  -8.560  12.185
C  -19.742  -9.677  12.989
C  -21.047  -10.154  12.961
C  -21.939  -9.521  12.046
C  -21.396  -8.654  11.112
N  -20.196  -8.111  11.278
C  -16.023  -5.088  11.303
C  -14.612  -4.993  11.357
C  -13.936  -4.485  10.248
C  -14.696  -4.015  9.174
C  -16.079  -3.951  9.311
N  -16.716  -4.537  10.317
H  -18.994  -10.040  13.688
H  -21.381  -11.029  13.572
H  -22.960  -9.817  11.842
H  -22.011  -8.206  10.312
H  -14.121  -5.349  12.280
H  -12.845  -4.557  10.212
H  -14.351  -3.728  8.220
H  -16.662  -3.552  8.476
O  -19.205  -7.012  5.490
C  -19.074  -8.191  5.186
O  -18.694  -9.191  6.236
C  -19.006  -8.890  3.867
C  -19.469  -8.484  2.583
C  -19.308  -9.274  1.467
C  -18.595  -10.475  1.551
C  -18.079  -10.913  2.738
C  -18.327  -10.140  3.872
P  -17.915  -10.512  5.559
C  -18.513  -12.106  6.121
C  -19.095  -12.148  7.406
C  -19.836  -13.282  7.757
C  -19.993  -14.313  6.847
C  -19.314  -14.295  5.623
C  -18.548  -13.193  5.238
C  -16.252  -10.140  5.798
C  -15.808  -8.779  5.891
C  -14.583  -8.589  6.530
C  -13.698  -9.645  6.784
C  -14.032  -10.912  6.365
C  -15.303  -11.190  5.841
H  -19.953  -7.510  2.549
H  -19.755  -8.918  0.527
H  -18.560  -11.110  0.704
H  -17.438  -11.783  2.746
H  -18.896  -11.308  8.125
H  -20.174  -13.362  8.792
H  -20.739  -15.109  7.077
H  -19.372  -15.149  4.951
H  -17.828  -13.191  4.423
H  -16.338  -7.898  5.554
H  -14.224  -7.556  6.719
H  -12.771  -9.475  7.360
H  -13.304  -11.744  6.477
H  -15.648  -12.203  5.682
N  -25.495  -2.886  10.861
C  -24.901  -3.550  10.084
N  -24.455  -4.466  9.257
C  -23.147  -4.522  9.089
N  -22.026  -4.747  8.795
C  -18.228  -3.297  3.667
N  -19.518  -3.781  4.165
C  -20.613  -4.133  3.416
C  -21.598  -4.440  4.300
N  -21.139  -4.223  5.591
C  -19.831  -3.745  5.521
S  -18.883  -3.125  6.744
H  -18.232  -2.183  3.550
H  -17.919  -3.762  2.719
H  -17.454  -3.505  4.423
H  -20.567  -4.105  2.355
H  -22.617  -4.848  4.185
H  -21.613  -4.340  6.511

[5]
The following is a quantum chemistry calculation of a structure of composition C37H29GeN2O4Ru at a distorted geometry, from OMol25.

Values from the calculation:
- E_tot: -4008.93318 hartree
- 2S+1: 6
- Charge: +2
- Kohn-Sham gap (spin up / spin down): 5.94 / 4.65 eV
- ΔE to the lowest compared entry with this formula, charge and spin: 0.0 kcal/mol
- Max |F|: 0.0707 Eh/bohr

Atoms and positions in Å:
Ru  9.353  8.395  12.683
O  7.387  5.703  15.287
C  8.149  6.559  14.561
O  7.826  6.954  13.427
C  9.380  7.012  15.194
C  9.822  6.667  16.493
C  11.088  7.094  16.861
C  11.812  7.977  16.090
C  11.332  8.321  14.843
N  10.164  7.721  14.384
C  11.891  9.310  13.877
O  12.851  10.030  14.073
O  11.317  9.233  12.693
H  6.646  5.373  14.717
H  9.358  5.890  17.082
H  11.476  6.799  17.818
H  12.754  8.351  16.408
N  9.447  8.579  10.919
C  9.576  8.496  9.659
C  9.134  9.639  8.853
C  9.570  10.959  9.048
C  9.105  11.942  8.191
C  8.072  11.673  7.288
C  7.529  10.376  7.182
C  8.129  9.373  7.978
C  10.252  7.294  9.043
C  10.902  7.420  7.778
C  11.667  6.392  7.348
C  11.722  5.165  8.038
C  11.054  4.983  9.221
C  10.237  6.046  9.676
H  10.293  11.206  9.780
H  9.585  12.903  8.158
H  7.804  12.402  6.575
H  6.771  10.077  6.473
H  7.968  8.319  7.841
H  10.901  8.352  7.251
H  12.189  6.510  6.427
H  12.301  4.295  7.705
H  10.996  4.015  9.726
H  9.663  5.873  10.605
C  6.728  10.492  11.490
Ge  8.160  10.450  12.875
C  6.792  10.502  14.339
C  6.963  11.372  15.435
C  6.138  11.279  16.555
C  5.007  10.449  16.515
C  4.779  9.621  15.449
C  5.696  9.675  14.368
C  9.140  12.250  12.938
C  8.989  13.040  11.814
C  9.422  14.394  11.799
C  10.189  14.852  12.837
C  10.389  14.098  13.990
C  11.005  14.631  15.109
C  11.239  13.809  16.241
C  10.835  12.465  16.270
C  10.183  11.956  15.160
C  9.924  12.755  14.016
H  5.954  11.225  11.633
H  6.335  9.432  11.519
H  7.177  10.677  10.488
H  7.699  12.174  15.351
H  6.382  11.840  17.458
H  4.314  10.535  17.335
H  3.924  8.950  15.324
H  5.430  9.060  13.498
H  8.436  12.700  10.970
H  9.146  15.031  10.950
H  10.658  15.836  12.777
H  11.440  15.611  15.027
H  11.820  14.226  17.082
H  11.025  11.884  17.193
H  9.897  10.870  15.213

[6]
The following is a quantum chemistry calculation of a structure of composition C37H29GeN5O2Pd, from OMol25.

Values from the calculation:
- E_tot: -4056.36387 hartree
- 2S+1: 1
- Charge: -2
- Kohn-Sham gap: 6.08 eV
- ΔE to the lowest compared entry with this formula, charge and spin: 0.0 kcal/mol
- Max |F|: 0.0149 Eh/bohr

Atoms and positions in Å:
Pd  -1.424  -1.102  -0.443
O  0.207  -2.089  0.375
C  0.449  -3.247  -0.186
C  1.251  -4.205  0.471
C  1.461  -5.459  -0.070
C  0.882  -5.823  -1.282
C  0.095  -4.890  -1.947
C  -0.104  -3.616  -1.436
C  -0.912  -2.622  -2.206
N  -2.151  -2.861  -2.448
C  -2.859  -1.912  -3.303
C  -2.743  -0.425  -2.924
N  -2.944  -0.203  -1.496
C  -3.725  0.752  -1.140
C  -4.116  1.175  0.177
C  -4.929  2.324  0.236
C  -5.403  2.847  1.413
C  -5.060  2.188  2.613
C  -4.286  1.064  2.609
C  -3.761  0.476  1.395
O  -3.057  -0.564  1.443
H  1.660  -3.938  1.440
H  2.074  -6.174  0.471
H  1.034  -6.812  -1.697
H  -0.377  -5.143  -2.890
H  -0.354  -1.824  -2.710
H  -3.914  -2.197  -3.295
H  -2.508  -2.010  -4.337
H  -3.491  0.126  -3.506
H  -1.763  -0.033  -3.205
H  -4.191  1.328  -1.949
H  -5.176  2.813  -0.703
H  -6.017  3.738  1.421
H  -5.421  2.582  3.559
H  -4.033  0.553  3.532
N  -0.225  1.103  -1.750
C  -0.106  1.966  -2.694
N  0.561  1.592  -3.794
C  0.620  2.484  -4.767
N  0.749  3.183  -5.690
C  -0.267  0.507  -0.657
Ge  1.274  0.640  0.547
C  2.901  -0.110  -0.243
C  3.357  -1.390  0.070
C  4.467  -1.927  -0.569
C  5.130  -1.193  -1.543
C  4.675  0.075  -1.879
C  3.570  0.611  -1.231
C  1.592  2.584  0.662
C  0.558  3.481  0.398
C  0.750  4.850  0.533
C  1.983  5.345  0.933
C  3.026  4.466  1.192
C  2.828  3.099  1.054
C  0.937  0.049  2.372
C  -0.320  0.267  2.930
C  -0.586  -0.098  4.243
C  0.405  -0.678  5.021
C  1.665  -0.897  4.478
C  1.926  -0.536  3.163
H  2.809  -1.988  0.786
H  4.793  -2.931  -0.324
H  5.987  -1.616  -2.055
H  5.168  0.642  -2.659
H  3.213  1.596  -1.515
H  -0.404  3.105  0.064
H  -0.064  5.530  0.313
H  2.134  6.414  1.033
H  3.995  4.846  1.498
H  3.653  2.420  1.250
H  -1.118  0.683  2.327
H  -1.580  0.056  4.647
H  0.196  -0.969  6.044
H  2.443  -1.358  5.077
H  2.911  -0.719  2.749